{
  "formula": "C47H121N7O15",
  "method": "wB97M-V/def2-TZVPD",
  "gap_ev": 9.10,
  "lumo_energy_ha": 0.022,
  "e_tot_ha": -3374.86085,
  "smiles": "COC[C@H](C)N.COC[C@H](C)N.COCCNCCOC.COCCNCCOC.COCCNCCOC.COCCNCCOC.COCCNCCOC.CC(C)O.CC(C)O.CC(C)O",
  "symbols": ["O", "O", "O", "O", "O", "O", "O", "O", "O", "O", "O", "O", "O", "O", "O", "N", "N", "N", "N", "N", "N", "N", "C", "C", "C", "C", "C", "C", "C", "C", "C", "C", "C", "C", "C", "C", "C", "C", "C", "C", "C", "C", "C", "C", "C", "C", "C", "C", "C", "C", "C", "C", "C", "C", "C", "C", "C", "C", "C", "C", "C", "C", "C", "C", "C", "C", "C", "C", "C", "H", "H", "H", "H", "H", "H", "H", "H", "H", "H", "H", "H", "H", "H", "H", "H", "H", "H", "H", "H", "H", "H", "H", "H", "H", "H", "H", "H", "H", "H", "H", "H", "H", "H", "H", "H", "H", "H", "H", "H", "H", "H", "H", "H", "H", "H", "H", "H", "H", "H", "H", "H", "H", "H", "H", "H", "H", "H", "H", "H", "H", "H", "H", "H", "H", "H", "H", "H", "H", "H", "H", "H", "H", "H", "H", "H", "H", "H", "H", "H", "H", "H", "H", "H", "H", "H", "H", "H", "H", "H", "H", "H", "H", "H", "H", "H", "H", "H", "H", "H", "H", "H", "H", "H", "H", "H", "H", "H", "H", "H", "H", "H", "H", "H", "H", "H", "H", "H", "H", "H", "H"],
  "xyz": [[1.152567, 13.948797, 25.122899], [5.910963, 16.888573, 27.865622], [2.033194, 14.352476, 31.067372], [10.315824, 16.702950, 30.354634], [6.496997, 15.039058, 29.954893], [8.123271, 15.022696, 34.348503], [0.533404, 16.455602, 41.262478], [0.209539, 6.813508, 27.223036], [-5.469393, 12.268787, 32.156791], [4.902967, 9.794379, 31.840446], [2.357282, 10.813543, 35.315760], [1.214601, 16.511828, 34.832951], [-1.546329, 0.486931, 24.248125], [-2.382462, 10.235959, 29.178825], [0.157879, 9.760091, 33.965980], [-0.721102, 11.072336, 26.812859], [-9.015598, 11.332307, 32.962931], [1.917399, 9.367886, 31.786727], [0.679827, 11.104693, 29.741549], [7.813213, 16.555690, 31.887047], [1.071207, 15.905862, 38.411210], [-1.191028, 3.974501, 25.236418], [11.047240, 16.374316, 29.191778], [-1.928710, 11.755003, 27.372941], [8.372785, 13.776583, 29.688434], [0.935939, 16.220277, 42.638568], [8.449850, 17.822174, 31.452638], [-1.935844, 1.864112, 24.304028], [2.041733, 17.157474, 33.834005], [-0.871165, 10.324687, 34.720065], [3.983293, 12.604693, 35.616141], [-4.824285, 12.670825, 30.989613], [-0.345647, 9.054935, 32.845740], [1.461128, 12.925190, 34.983504], [2.006592, 12.969711, 30.789348], [4.699577, 17.345607, 28.429785], [-0.676603, 6.200503, 26.292711], [2.923545, 8.723484, 30.898996], [7.895441, 13.672296, 34.884992], [9.168795, 17.537389, 30.122533], [-2.520080, -0.326409, 23.561137], [6.157582, 12.990212, 28.858793], [-6.902146, 12.370938, 32.181722], [-0.207715, 7.960897, 27.869077], [6.020380, 10.719009, 31.864092], [-2.833943, 10.717551, 27.969615], [4.105905, 9.723875, 30.659311], [2.725981, 12.047264, 34.824843], [0.690234, 12.466820, 30.197279], [0.097287, 11.851064, 25.877790], [7.186097, 16.844062, 33.181232], [-0.888153, 2.610074, 25.191156], [6.902545, 13.694899, 29.912712], [-0.290623, 4.670160, 26.167860], [0.848845, 8.368080, 32.118699], [1.156340, 17.264911, 39.041650], [3.352304, 14.835543, 31.213560], [-7.620913, 11.102192, 32.727349], [0.643964, 16.089893, 37.032979], [4.940415, 18.157203, 29.692915], [6.844363, 15.629193, 33.991032], [1.522270, 17.142184, 40.494042], [-7.500182, 9.831612, 31.898007], [0.457317, 13.338723, 26.230046], [1.837022, 16.485360, 36.112319], [1.550037, 15.266472, 25.467000], [-0.380041, 12.507846, 31.316782], [-3.294225, 9.442594, 29.918047], [4.097914, 18.141309, 27.323000], [-7.986042, 9.929883, 30.927243], [3.975504, 17.495503, 26.453490], [1.655112, 18.166419, 40.842464], [8.888646, 13.316656, 35.159146], [3.972235, 16.618673, 28.791226], [3.275148, 15.895867, 31.454057], [1.602601, 10.483279, 34.822825], [0.723810, 15.899560, 25.790499], [-1.677707, 9.625170, 34.939732], [8.909083, 14.448122, 30.358895], [5.084240, 12.945262, 29.043224], [6.625468, 12.057602, 28.543467], [-2.930214, 9.185802, 30.912865], [8.434573, 17.138029, 29.422873], [0.470147, 8.209496, 28.685653], [-6.416025, 9.756327, 31.814015], [0.195982, 17.774067, 38.960551], [2.470838, 16.606335, 40.528474], [9.164607, 18.187238, 32.190174], [0.729669, 4.583796, 25.794146], [-2.938324, 1.970298, 24.718597], [-7.873283, 8.971900, 32.454596], [2.621457, 15.742372, 35.968337], [-5.306222, 12.316593, 30.078376], [0.378434, 13.113415, 29.377035], [-7.286564, 13.261735, 32.678505], [3.107438, 18.530928, 27.558059], [2.436659, 8.512002, 29.946982], [-1.078244, 8.311388, 33.159636], [-3.009212, 9.888489, 27.284025], [-0.288471, 10.820055, 29.780029], [7.321187, 13.679762, 35.811429], [-0.840681, 9.783777, 32.203999], [5.755883, 18.876131, 29.613743], [-7.163317, 10.991692, 33.710456], [-9.268979, 10.502625, 33.480156], [1.316761, 7.517451, 32.614271], [4.423414, 13.492566, 35.162203], [-0.040973, 11.986844, 32.212156], [1.201295, 17.146461, 43.148338], [7.462085, 13.043532, 34.107204], [2.318517, 15.314387, 26.238522], [-0.139423, 10.767304, 27.580134], [-0.377148, 4.097964, 27.091551], [1.794234, 15.558851, 42.756570], [-2.661055, 0.078459, 22.558991], [-7.211723, 12.480814, 31.142395], [2.313791, 12.334910, 31.620458], [6.289660, 13.549967, 27.932870], [8.620681, 16.001960, 32.135005], [2.307869, 9.652587, 32.673625], [10.397014, 16.046590, 28.380672], [1.003170, 13.408202, 27.170959], [6.234646, 17.332698, 32.971278], [6.623907, 10.703451, 30.956561], [0.119714, 2.408112, 24.828498], [6.322864, 15.908316, 34.906583], [-1.960624, 2.312752, 23.310947], [-3.667978, 8.548232, 29.419514], [11.588988, 17.285234, 28.937149], [-0.463561, 11.886618, 24.943829], [1.663033, 13.893021, 34.524556], [1.853562, 17.941760, 38.547834], [4.730515, 18.982208, 27.038734], [2.377425, 17.387056, 36.400411], [3.870617, 14.267921, 31.986379], [7.701664, 17.568914, 33.811230], [1.980304, 15.785899, 24.610745], [6.218923, 14.908613, 33.464077], [1.012420, 11.345750, 25.569092], [0.576188, 12.552524, 34.467643], [-9.193173, 12.145609, 33.534859], [3.682851, 12.801287, 36.645311], [-0.662121, 13.534752, 31.549115], [0.167787, 15.165241, 36.706825], [9.552048, 18.489213, 29.754771], [0.068447, 15.792828, 43.141423], [3.296416, 7.776407, 31.289029], [-0.737843, 6.612497, 25.285435], [4.097182, 18.810153, 29.918110], [-0.609111, 10.636714, 35.731039], [3.966538, 14.713890, 30.321356], [5.045434, 17.556756, 30.596529], [-3.790948, 11.188748, 28.193728], [-0.250493, 8.770173, 27.140142], [-1.217103, 7.830811, 28.259331], [-1.298448, 12.074648, 30.920574], [2.222308, 18.197888, 34.104254], [0.453490, 7.917084, 31.208529], [-1.380907, 11.096738, 34.143696], [11.783475, 15.584644, 29.341760], [8.531504, 14.108293, 28.662335], [6.671457, 10.503991, 32.711420], [-4.148196, 10.081188, 30.143934], [6.116697, 16.158356, 28.453888], [7.728113, 18.629660, 31.329476], [-4.738219, 13.755977, 30.933685], [-2.516009, 12.322812, 26.651298], [-0.838592, 2.091099, 26.148405], [6.641120, 13.275296, 30.884148], [1.223693, 13.070363, 36.037371], [-0.479309, 13.872117, 26.392273], [4.782833, 9.468068, 29.844193], [-0.959629, 4.333388, 24.321127], [5.599006, 11.721362, 31.940520], [-1.581352, 12.404230, 28.176647], [2.983064, 11.897412, 33.776242], [2.719094, 12.776823, 29.987321], [7.044779, 15.516485, 30.582270], [3.011539, 16.661404, 33.795381], [3.599553, 10.664996, 30.444840], [0.355811, 15.349357, 38.856856], [-2.160521, -1.344230, 23.409939], [-0.210079, 16.762768, 36.955884], [-3.464972, -0.411177, 24.097873], [8.894814, 12.820861, 29.641722], [-3.801075, 12.302289, 31.062527], [-1.691975, 6.248414, 26.686166], [4.707658, 11.790392, 35.598580], [1.452505, 17.150074, 32.917027], [1.145550, 10.665700, 30.522878]],
  "forces_ev_per_angstrom": [[-0.15, -0.05, 1.07], [-0.40, -0.82, 0.58], [-0.55, -0.30, 0.02], [-1.03, -0.80, 0.62], [-1.72, 0.48, -1.00], [-1.60, -1.23, 0.34], [0.64, -0.03, 0.55], [0.86, -1.73, -0.96], [-1.18, -0.66, 1.27], [0.60, 0.01, 0.55], [0.86, -1.78, 1.32], [0.63, 1.56, -0.96], [-0.83, -0.27, -0.33], [1.72, -1.06, 1.71], [0.30, -0.39, 0.52], [-0.11, 0.83, -0.49], [-0.91, 0.19, -0.39], [-0.68, -1.39, -0.38], [1.43, -0.10, -0.57], [0.73, 1.27, 1.33], [0.34, 1.59, -0.25], [-0.05, 2.02, 0.44], [-0.09, 0.74, -0.11], [1.61, -1.02, 0.21], [1.37, -1.05, -1.01], [-0.50, 0.40, -0.80], [0.55, -0.83, -1.18], [1.08, -0.35, 0.70], [-1.04, -0.29, 1.13], [-1.62, -0.07, 0.32], [-1.44, -1.17, -0.76], [0.42, 0.52, 0.02], [1.41, -0.48, -0.27], [1.12, 0.93, -0.70], [0.48, -0.55, -1.78], [-0.04, 1.50, 0.34], [-0.03, -1.71, 1.17], [0.82, 1.27, 0.39], [1.17, 1.41, -0.37], [0.64, 0.85, 0.73], [0.73, 0.45, -0.06], [-0.08, -0.02, -1.79], [-0.25, -0.82, -1.73], [-0.79, 0.70, -0.60], [-1.45, -0.23, -0.50], [-1.54, 0.19, -0.28], [-0.32, -0.39, 0.65], [-0.56, 1.56, 0.41], [-1.89, 1.36, 1.67], [-0.25, 1.04, -0.67], [-1.74, 0.03, -0.18], [-0.38, -2.82, -0.85], [0.47, 0.57, 1.39], [-0.61, 0.90, -0.32], [-0.06, 1.17, -0.27], [-1.07, -1.51, 0.40], [-0.17, -0.20, -0.03], [1.02, 0.93, 0.59], [0.91, -0.75, 0.04], [-0.19, 1.00, 0.49], [1.67, -0.47, 0.48], [0.18, 0.04, 0.14], [1.22, 0.91, 0.50], [-0.50, -0.79, -0.58], [-1.45, -1.13, -0.75], [0.18, 0.36, -0.30], [-0.36, 1.32, -0.67], [-0.73, 0.97, 0.10], [-0.97, 0.49, -0.58], [0.03, -0.02, 0.08], [0.10, 0.02, -0.08], [0.12, 0.11, 0.53], [-0.04, -0.15, -0.21], [0.21, -0.98, -0.62], [0.13, -0.13, 0.12], [-0.12, -0.13, -0.23], [-0.38, -0.16, 0.16], [-0.04, -0.68, -0.25], [-0.16, -0.08, 0.08], [0.10, -0.40, 0.10], [-0.35, -0.48, 0.68], [0.70, -0.06, -0.30], [0.21, -0.34, -0.26], [0.08, -0.11, -0.12], [0.08, -0.67, -0.55], [-0.39, 0.11, 0.01], [0.22, -0.06, 0.30], [0.21, -0.09, 0.15], [0.40, 0.13, 0.24], [-0.08, 0.02, 0.25], [-0.07, 0.00, -0.13], [0.08, -0.58, 0.96], [-0.08, -0.21, -0.08], [0.11, 0.38, 0.02], [0.37, 0.10, 0.47], [-0.05, 0.07, 0.18], [0.00, 0.14, -0.09], [-0.07, -0.15, 0.11], [0.02, -0.05, -0.36], [-0.14, -0.38, -0.12], [-0.41, 0.15, -0.16], [-0.01, -0.06, -0.39], [0.40, -0.28, -0.18], [0.66, -0.65, 0.11], [-0.81, 0.17, 0.18], [-0.33, -0.01, 0.76], [-0.19, 0.02, -0.07], [0.02, -0.05, -0.02], [-0.09, 0.30, -0.10], [-0.17, -0.10, 0.14], [0.05, -0.37, 0.30], [0.06, 0.13, 0.31], [0.15, 0.58, 0.35], [0.03, -0.24, -0.42], [-0.36, 0.14, -0.09], [-0.27, 0.10, -0.29], [-0.07, 0.11, 0.52], [-0.21, 0.48, -0.12], [0.27, -0.63, -0.08], [0.52, 0.00, 0.06], [-0.11, 0.15, -0.15], [0.48, -0.04, 0.00], [-0.25, 0.17, -0.15], [-0.03, -0.31, -0.25], [0.31, -0.09, -0.61], [-0.13, 0.13, 0.12], [0.09, -0.02, -0.34], [0.29, -0.09, -0.32], [0.16, -0.02, -0.66], [-0.16, 0.26, -0.17], [-0.16, 0.36, 0.14], [0.35, -0.47, -0.11], [0.12, -0.03, 0.04], [-0.47, 0.55, -0.05], [0.13, 0.13, 0.47], [0.62, -0.11, -0.02], [-0.05, -0.42, -0.31], [0.00, -0.08, -0.33], [0.07, -0.33, 0.57], [0.19, -0.35, -0.02], [0.01, 0.03, 0.22], [0.10, 0.08, 0.01], [0.21, 0.15, 0.43], [0.60, -0.30, -0.39], [-0.12, 0.23, -0.38], [0.10, -0.04, -0.11], [0.12, -0.13, 0.20], [0.54, 0.53, -0.08], [-0.46, -0.09, -0.16], [0.82, 0.39, -0.42], [-0.16, 0.04, -0.34], [0.41, -0.27, -0.12], [-0.52, 0.22, -0.33], [0.00, 0.31, 0.25], [-0.26, 0.03, 0.31], [-0.09, -0.32, 0.16], [-0.01, 0.21, 0.13], [-0.05, 0.31, -0.35], [0.17, 0.56, 0.13], [-0.20, 0.00, 0.60], [-0.09, 0.58, -0.09], [-0.35, -0.18, 0.05], [-0.50, -0.05, -0.12], [0.93, -0.65, 0.19], [-0.29, -0.24, -0.23], [-0.17, 0.28, -0.09], [0.40, -0.04, -0.29], [-0.59, 0.41, 0.44], [0.27, -0.36, 0.25], [0.10, -0.08, 0.04], [-0.20, 0.26, 0.00], [-0.33, -0.27, -0.39], [-0.34, 0.24, -0.31], [0.15, 0.26, 0.20], [-0.41, 0.51, 0.15], [0.23, 0.53, -0.38], [0.61, -0.06, -0.16], [0.27, 0.64, 0.80], [0.06, -0.22, -0.46], [0.28, 0.39, -0.11], [0.06, 0.20, 0.55], [0.44, 0.13, 0.35], [0.27, 0.86, -0.22], [-0.11, 0.34, 0.09], [-0.07, -0.33, 0.58], [-0.03, -0.19, -0.19], [-0.25, -0.01, 0.12], [0.19, 0.10, 0.13], [0.43, -0.29, -0.11], [0.08, -1.26, 0.08]],
  "lowdin_charge": [-0.178, -0.042, -0.158, -0.207, -0.089, -0.200, -0.190, -0.189, -0.183, -0.203, -0.051, -0.222, -0.200, -0.224, -0.224, -0.055, 0.020, -0.065, 0.070, -0.041, -0.047, -0.092, -0.109, -0.168, -0.038, -0.089, -0.175, -0.204, -0.084, -0.121, -0.021, -0.129, -0.180, -0.032, -0.209, -0.515, -0.181, -0.163, -0.071, -0.194, -0.102, -0.043, -0.166, -0.117, -0.076, -0.255, -0.188, -0.472, -0.405, -0.182, -0.213, -0.258, -0.521, -0.176, -0.146, -0.205, -0.098, -0.469, -0.212, -0.056, -0.207, -0.248, -0.050, -0.205, -0.203, -0.127, -0.039, -0.083, -0.068, 0.085, 0.073, 0.118, 0.084, 0.125, 0.075, 0.032, 0.084, 0.087, 0.072, 0.073, 0.090, 0.084, 0.113, 0.070, 0.067, 0.115, 0.122, 0.121, 0.114, 0.117, 0.077, 0.106, 0.082, 0.117, 0.120, 0.081, 0.103, 0.123, 0.130, 0.037, 0.082, 0.098, 0.078, 0.131, 0.072, 0.117, 0.052, 0.062, 0.079, 0.074, 0.075, 0.052, 0.117, 0.082, 0.080, 0.114, 0.107, 0.090, 0.104, 0.097, 0.083, 0.105, 0.114, 0.077, 0.118, 0.121, 0.114, 0.093, 0.086, 0.109, 0.067, 0.114, 0.087, 0.109, 0.083, 0.123, 0.085, 0.106, 0.116, 0.053, 0.070, 0.078, 0.084, 0.106, 0.121, 0.084, 0.115, 0.116, 0.076, 0.102, 0.063, 0.054, 0.112, 0.072, 0.079, 0.052, 0.081, 0.106, 0.091, 0.088, 0.090, 0.087, 0.062, 0.036, 0.115, 0.090, 0.128, 0.122, 0.111, 0.082, 0.106, 0.121, 0.113, 0.062, 0.106, 0.108, 0.107, 0.026, 0.071, 0.089, 0.102, 0.081, 0.114, 0.082, 0.086, 0.075, 0.111, 0.071, 0.092, 0.023]
}